{"formula": "C60H140", "method": "ωB97M-V/def2-TZVPD", "lumo_energy_ev": 0.7656, "homo_lumo_gap_ev": 11.3, "de_lowest_kcal_mol": 0.0, "smiles": "CCCCCC.CCCCCC.CCCCCC.CCCCCC.CCCCCC.CCCCCC.CCCCCC.CCCCCC.CCCCCC.CCCCCC", "charge": 0, "symbols": ["C", "C", "C", "C", "C", "C", "H", "H", "H", "H", "H", "H", "H", "H", "H", "H", "H", "H", "H", "H", "C", "C", "C", "C", "C", "C", "H", "H", "H", "H", "H", "H", "H", "H", "H", "H", "H", "H", "H", "H", "C", "C", "C", "C", "C", "C", "H", "H", "H", "H", "H", "H", "H", "H", "H", "H", "H", "H", "H", "H", "C", "C", "C", "C", "C", "C", "H", "H", "H", "H", "H", "H", "H", "H", "H", "H", "H", "H", "H", "H", "C", "C", "C", "C", "C", "C", "H", "H", "H", "H", "H", "H", "H", "H", "H", "H", "H", "H", "H", "H", "C", "C", "C", "C", "C", "C", "H", "H", "H", "H", "H", "H", "H", "H", "H", "H", "H", "H", "H", "H", "C", "C", "C", "C", "C", "C", "H", "H", "H", "H", "H", "H", "H", "H", "H", "H", "H", "H", "H", "H", "C", "C", "C", "C", "C", "C", "H", "H", "H", "H", "H", "H", "H", "H", "H", "H", "H", "H", "H", "H", "C", "C", "C", "C", "C", "C", "H", "H", "H", "H", "H", "H", "H", "H", "H", "H", "H", "H", "H", "H", "C", "C", "C", "C", "C", "C", "H", "H", "H", "H", "H", "H", "H", "H", "H", "H", "H", "H", "H", "H"], "positions_angstrom": [[-9.2949, 3.4993, 24.5581], [-10.6636, 2.8546, 24.5754], [-11.7878, 3.8870, 24.5684], [-11.7570, 4.7895, 23.2999], [-13.0093, 5.7457, 23.2191], [-12.9095, 6.6392, 21.9886], [-9.1269, 4.0389, 23.6267], [-8.5262, 2.7418, 24.6927], [-9.1917, 4.2782, 25.3321], [-10.7712, 2.1067, 23.7797], [-10.7191, 2.2153, 25.4574], [-11.6349, 4.5402, 25.4357], [-12.7318, 3.3479, 24.5885], [-10.8678, 5.4252, 23.2568], [-11.7469, 4.1988, 22.3760], [-13.9226, 5.1522, 23.1759], [-13.0622, 6.3481, 24.1223], [-13.9081, 7.0107, 21.7382], [-12.2758, 7.5108, 22.0981], [-12.5372, 6.1025, 21.1048], [-19.4606, -0.2175, 26.8897], [-18.0786, 0.3096, 26.9192], [-17.1796, -0.4022, 25.9147], [-15.7667, 0.1871, 25.9844], [-14.7090, -0.6788, 25.2189], [-13.3245, -0.1031, 25.2222], [-19.4620, -1.3074, 26.9271], [-19.8841, -0.0869, 25.8894], [-20.1459, 0.2121, 27.6164], [-18.0621, 1.3852, 26.7269], [-17.6001, 0.2563, 27.8946], [-17.5699, -0.3525, 24.8983], [-17.1075, -1.4680, 26.1728], [-15.8064, 1.1909, 25.5709], [-15.5473, 0.2962, 27.0473], [-14.6758, -1.6643, 25.6713], [-15.0609, -0.7786, 24.2024], [-12.5923, -0.7298, 24.6937], [-13.2497, 0.8797, 24.7322], [-12.9887, 0.0431, 26.2477], [-15.9630, -2.7360, 14.6097], [-16.8040, -3.8111, 15.2932], [-17.3672, -3.5213, 16.7307], [-18.3746, -2.3815, 16.6834], [-19.0414, -2.2632, 18.0108], [-20.1303, -1.1779, 17.9839], [-15.0182, -2.5823, 15.1438], [-16.4809, -1.7886, 14.4915], [-15.6851, -3.1337, 13.6381], [-17.6798, -3.9344, 14.6736], [-16.2186, -4.7385, 15.3264], [-16.5695, -3.2428, 17.4033], [-17.8865, -4.4057, 17.1258], [-17.9069, -1.4564, 16.3504], [-19.1313, -2.6452, 15.9409], [-19.4335, -3.2460, 18.3081], [-18.2960, -2.0251, 18.7780], [-20.8933, -1.3957, 17.2474], [-20.5792, -1.0563, 18.9570], [-19.7229, -0.2160, 17.6902], [-17.2122, 3.0856, 15.2187], [-18.3970, 3.8131, 15.7892], [-19.0080, 3.1039, 17.0317], [-20.1441, 3.8773, 17.6689], [-20.8048, 3.0718, 18.8110], [-21.9123, 3.8709, 19.4781], [-17.4708, 2.0748, 14.8793], [-16.4043, 3.0408, 15.9472], [-16.8357, 3.6051, 14.3370], [-18.0983, 4.8348, 16.0236], [-19.1566, 3.9396, 15.0097], [-18.1984, 2.9810, 17.7604], [-19.3607, 2.1082, 16.7283], [-19.7995, 4.8260, 18.0935], [-20.8713, 4.1516, 16.9024], [-21.2278, 2.1439, 18.4102], [-20.0283, 2.8904, 19.5558], [-21.5552, 4.8084, 19.9113], [-22.6098, 4.1467, 18.6908], [-22.4505, 3.3202, 20.2646], [-16.9173, -9.4977, 18.6022], [-16.2467, -8.0477, 18.6896], [-17.0518, -7.1217, 19.6375], [-16.5158, -5.7529, 19.8274], [-17.3771, -4.7760, 20.5912], [-16.6837, -3.4040, 20.8571], [-17.9661, -9.4151, 18.3195], [-16.9283, -9.9721, 19.5861], [-16.3483, -10.0744, 17.8815], [-15.1974, -8.1070, 18.9930], [-16.2779, -7.6211, 17.6897], [-17.0688, -7.5902, 20.6202], [-18.0732, -7.0735, 19.2615], [-15.5118, -5.8094, 20.2697], [-16.3378, -5.3012, 18.8495], [-18.2927, -4.6878, 20.0019], [-17.6755, -5.2482, 21.5320], [-15.7957, -3.6043, 21.4460], [-16.2320, -3.0243, 19.9295], [-17.2977, -2.6980, 21.4173], [-15.3781, 5.7832, 18.6765], [-14.8316, 5.2959, 17.3188], [-13.5678, 6.0174, 16.8717], [-12.8810, 5.3622, 15.7075], [-13.7890, 5.2004, 14.4547], [-13.0709, 4.6338, 13.2574], [-14.6565, 5.5842, 19.4603], [-16.2525, 5.2106, 18.9731], [-15.6147, 6.8460, 18.6541], [-14.6562, 4.2163, 17.3616], [-15.6014, 5.4116, 16.5550], [-12.8510, 6.0205, 17.6908], [-13.7709, 7.0490, 16.6154], [-11.9539, 5.9204, 15.4979], [-12.4947, 4.3847, 15.9991], [-14.6064, 4.5460, 14.7758], [-14.2667, 6.1421, 14.1821], [-12.2731, 5.3320, 13.0112], [-12.5440, 3.6966, 13.4482], [-13.6649, 4.4735, 12.3600], [-13.2635, -1.5434, 21.9305], [-13.2513, -1.8185, 20.4533], [-12.8157, -3.2890, 20.0725], [-13.0133, -3.5483, 18.6123], [-12.8834, -4.9739, 18.1877], [-13.4760, -5.1919, 16.7675], [-12.2699, -1.7107, 22.3516], [-13.9137, -2.2791, 22.4185], [-13.5699, -0.5181, 22.1424], [-14.2636, -1.7148, 20.0626], [-12.5945, -1.1228, 19.9356], [-13.4585, -3.9852, 20.6312], [-11.7363, -3.3795, 20.2778], [-14.0102, -3.2038, 18.3008], [-12.3837, -2.8766, 18.0095], [-11.8409, -5.2917, 18.2309], [-13.3898, -5.6212, 18.9167], [-13.3936, -6.2395, 16.4760], [-14.5556, -4.9639, 16.6787], [-12.9928, -4.5075, 16.0659], [-19.2759, -0.7411, 21.9686], [-19.7637, 0.7278, 21.9401], [-20.0563, 1.1726, 23.3563], [-20.5442, 2.6316, 23.3969], [-20.9255, 3.1140, 24.8642], [-21.6137, 4.4542, 24.8779], [-18.3911, -0.7794, 22.6019], [-19.0456, -1.1631, 20.9849], [-20.0227, -1.4020, 22.4157], [-19.0238, 1.3669, 21.4738], [-20.6934, 0.8060, 21.3720], [-19.1590, 1.0980, 23.9795], [-20.8410, 0.5416, 23.7748], [-19.7451, 3.2657, 23.0188], [-21.4260, 2.7555, 22.7567], [-21.5978, 2.3630, 25.3121], [-20.0384, 3.1221, 25.4977], [-22.5390, 4.4415, 24.2973], [-21.8293, 4.7636, 25.8853], [-20.9933, 5.2154, 24.3933], [-16.1238, 2.9871, 22.8772], [-15.3006, 2.6182, 21.6461], [-16.0781, 1.6855, 20.7127], [-15.2251, 1.2750, 19.4377], [-15.9813, 0.2723, 18.5636], [-15.0718, -0.1987, 17.4491], [-17.1291, 3.3105, 22.6033], [-15.6099, 3.6701, 23.5627], [-16.3388, 2.0334, 23.3999], [-15.0299, 3.4846, 21.0483], [-14.3583, 2.1398, 21.9221], [-17.0233, 2.1347, 20.4034], [-16.3316, 0.7729, 21.2536], [-14.9922, 2.1333, 18.7991], [-14.2461, 0.8497, 19.7293], [-16.3488, -0.6308, 19.0762], [-16.9150, 0.6864, 18.1590], [-15.6832, -0.9290, 16.9263], [-14.7749, 0.5650, 16.7243], [-14.1310, -0.6301, 17.8268], [-15.7781, 8.2310, 26.3794], [-15.8801, 7.2245, 25.1503], [-17.2019, 7.4330, 24.3656], [-17.2539, 6.6033, 23.0809], [-18.5137, 6.9297, 22.2794], [-18.6228, 6.0265, 21.0691], [-15.7768, 9.2524, 26.0029], [-14.8408, 8.0628, 26.8977], [-16.5898, 8.0993, 27.1022], [-15.0326, 7.4462, 24.4834], [-15.8578, 6.2088, 25.5269], [-17.3030, 8.4939, 24.0882], [-18.0461, 7.2441, 25.0392], [-16.3382, 6.8055, 22.5211], [-17.2262, 5.5454, 23.3245], [-19.3900, 6.8545, 22.9234], [-18.5164, 7.9906, 21.9993], [-17.7446, 6.2099, 20.4511], [-18.6307, 4.9853, 21.3995], [-19.5035, 6.1514, 20.4191]]}



{"formula": "C7H6MnN2O4", "method": "ωB97M-V/def2-TZVPD", "lumo_energy_ev": [-13.1628, -17.4970], "homo_lumo_gap_ev": [9.0, 5.9], "multiplicity": 5, "s_squared": 6.042, "charge": 3, "symbols": ["Mn", "C", "O", "C", "O", "C", "O", "C", "O", "H", "H", "N", "C", "C", "C", "N", "H", "H", "H", "H"], "positions_angstrom": [[1.0156, -0.3126, -0.6771], [0.2216, -1.9265, -0.8463], [-0.2800, -2.9650, -0.9582], [2.5602, -0.9616, -1.5405], [3.4805, -1.3224, -2.1496], [1.7918, -0.6848, 0.9851], [2.3422, -0.9270, 1.9865], [0.1939, 0.3082, -2.2520], [-0.1628, 0.6397, -3.3106], [1.7267, 1.7155, -0.2444], [2.3107, 1.4571, -0.6450], [-0.5900, 0.7158, 1.5318], [-1.8166, 1.0794, 1.9345], [-2.7086, 0.5488, 0.9912], [-1.9248, -0.0691, 0.0037], [-0.6074, 0.1362, 0.2938], [0.3092, 1.0194, 1.8914], [-1.9061, 1.6631, 2.8452], [-3.7871, 0.5846, 1.0125], [-2.1692, -0.6987, -0.8521]]}



{"formula": "C5H9IN2", "method": "ωB97M-V/def2-TZVPD", "lumo_energy_ev": [-0.0786, -0.0786], "homo_lumo_gap_ev": [7.9, 7.9], "de_lowest_kcal_mol": 43.2, "charge": 0, "symbols": ["C", "C", "C", "C", "C", "N", "N", "I", "H", "H", "H", "H", "H", "H", "H", "H", "H"], "positions_angstrom": [[0.1836, 0.2942, -0.4691], [0.1295, -0.3233, 0.8420], [2.5281, -0.3864, -0.6196], [-0.3650, -0.3970, -1.6720], [-0.2245, 0.6148, 1.9927], [1.4469, -0.9653, 1.3071], [2.4198, -0.9083, 0.6181], [4.1365, 0.9556, -0.9047], [0.3116, 1.3637, -0.5293], [-0.5213, -1.2037, 0.8516], [2.4444, -1.0903, -1.4349], [-0.2882, -1.4840, -1.5789], [0.1419, -0.0791, -2.5840], [-1.4289, -0.1473, -1.7854], [-0.0890, 0.1090, 2.9454], [-1.2608, 0.9320, 1.9010], [0.4189, 1.4925, 1.9738]]}